(1)
C17H58F3N26O15 | the ωB97M-V functional and the def2-TZVPD basis

XYZ file:
```
119
C17H58F3N26O15 the ωB97M-V functional and the def2-TZVPD basis
C -0.110 -0.559 -0.609
O -0.174 0.266 0.601
O -1.497 -0.862 -0.938
C 0.743 -0.067 -1.808
F 1.377 -1.098 -2.417
F 0.178 0.619 -2.800
F 1.707 0.784 -1.466
C -0.397 -0.516 1.775
C -0.681 0.356 3.041
H -0.642 -0.240 3.953
H 0.071 1.133 3.178
H -1.696 0.747 2.974
H 0.465 -1.085 2.125
H -1.202 -1.250 1.756
H 0.405 -1.490 -0.373
C 3.241 2.989 5.318
O 3.732 3.171 6.418
N 3.774 3.349 4.174
N 2.057 2.432 5.106
H 3.422 2.998 3.295
H 4.371 4.162 4.229
H 1.450 2.053 5.818
H 1.718 2.324 4.160
C -0.273 1.135 -6.810
O -1.525 1.143 -6.797
N 0.424 1.511 -5.859
N 0.448 0.627 -7.779
H 1.398 1.288 -6.003
H 0.123 1.808 -4.941
H 0.037 0.463 -8.687
H 1.385 0.339 -7.537
C -3.124 -3.991 -2.488
O -3.582 -5.066 -2.842
N -2.202 -3.733 -1.588
N -3.406 -2.891 -3.082
H -1.878 -2.789 -1.431
H -1.727 -4.495 -1.125
H -3.242 -2.098 -2.477
H -4.088 -2.865 -3.826
C -3.471 1.281 -3.678
O -4.357 1.607 -4.474
N -3.522 1.326 -2.376
N -2.222 1.091 -3.984
H -2.802 0.815 -1.885
H -4.312 1.714 -1.881
H -1.550 1.257 -3.248
H -1.954 1.185 -4.953
C -0.897 4.779 3.934
O 0.038 4.463 3.256
N -0.988 5.840 4.700
N -1.996 4.029 3.960
H -1.740 5.921 5.369
H -0.067 6.255 4.690
H -1.973 3.171 3.428
H -2.842 4.386 4.382
C 0.128 -1.989 -5.579
O 1.229 -2.323 -5.913
N -0.403 -1.645 -4.495
N -0.865 -2.430 -6.300
H 0.128 -1.735 -3.641
H -1.323 -1.253 -4.639
H -1.817 -2.373 -5.968
H -0.521 -2.878 -7.137
C -5.578 -2.293 0.142
O -5.971 -2.421 -0.984
N -4.296 -2.458 0.447
N -6.339 -1.963 1.165
H -3.627 -2.626 -0.291
H -3.990 -2.353 1.404
H -7.335 -1.810 1.094
H -5.835 -1.746 2.013
C 3.612 -1.656 3.623
O 3.118 -0.935 4.433
N 2.945 -2.673 3.192
N 4.812 -1.556 3.089
H 3.295 -3.365 2.546
H 1.979 -2.730 3.482
H 5.377 -0.785 3.415
H 4.980 -2.181 2.314
C -0.930 3.539 -0.036
O -0.686 4.679 -0.330
N -0.618 2.968 1.081
N -0.945 2.726 -1.058
H -0.920 2.063 1.411
H -0.120 3.539 1.748
H -1.191 1.765 -0.865
H -0.992 3.186 -1.956
C 3.055 2.506 0.774
O 4.178 2.907 1.069
N 2.287 3.135 -0.032
N 2.470 1.523 1.379
H 1.316 2.868 -0.117
H 2.648 3.979 -0.454
H 1.518 1.375 1.075
H 3.130 0.847 1.737
C 0.381 -4.887 0.394
O -0.707 -5.304 0.061
N 0.532 -4.288 1.555
N 1.519 -5.086 -0.236
H -0.279 -4.050 2.108
H 1.427 -3.985 1.913
H 2.317 -4.871 0.345
H 1.573 -5.695 -1.041
C -0.396 -2.936 5.263
O 0.205 -3.357 4.267
N -1.526 -3.345 5.736
N 0.145 -2.051 6.140
H -1.826 -2.771 6.511
H -2.072 -3.915 5.106
H 0.952 -1.670 5.667
H -0.429 -1.605 6.842
C 4.728 2.054 -3.265
O 5.843 1.991 -3.630
N 4.325 1.897 -2.104
N 3.710 2.252 -4.001
H 3.367 1.693 -1.859
H 5.129 1.965 -1.496
H 3.979 2.445 -4.955
H 2.775 2.366 -3.635
```

Computed properties:
net charge: -1
HOMO: -6.5 eV
HOMO-LUMO gap: 7.68 eV
calculated total energy: -3534.726317 a.u.
ΔE to the lowest compared entry with this formula, charge and spin: 939.1 kJ/mol

(2)
C17H58N4O12 | the ωB97M-V functional and the def2-TZVPD basis

XYZ file:
```
91
C17H58N4O12 the ωB97M-V functional and the def2-TZVPD basis
C 2.685 7.988 -7.200
O 2.415 9.220 -6.608
H 2.308 7.861 -8.215
H 3.774 7.974 -7.249
H 2.342 7.219 -6.508
H 3.203 9.538 -6.160
C 1.521 5.633 -8.465
O 0.174 5.404 -8.168
H 1.964 4.947 -9.188
H 1.636 6.631 -8.889
H 2.056 5.563 -7.518
H -0.211 5.926 -7.460
C 4.964 4.856 -10.887
O 5.302 3.804 -9.996
H 5.443 5.790 -10.595
H 5.230 4.620 -11.917
H 3.894 5.042 -10.986
H 4.833 3.007 -10.255
C 0.553 7.735 -10.141
O -0.794 8.065 -10.122
H 0.849 7.324 -9.176
H 0.651 7.036 -10.972
H 1.104 8.662 -10.297
H -1.305 7.252 -10.144
C 1.812 9.811 -8.754
O 0.767 10.362 -9.496
H 2.128 8.828 -9.102
H 2.746 10.351 -8.598
H 1.541 9.833 -7.699
H 1.006 10.526 -10.411
C 3.947 6.642 -5.591
O 4.908 7.322 -5.377
N 3.791 5.979 -6.746
N 2.986 6.275 -4.758
H 4.436 6.134 -7.508
H 3.185 5.172 -6.714
H 2.200 5.763 -5.130
H 2.758 6.996 -4.088
C 4.669 9.773 -8.649
O 4.125 10.599 -9.341
N 5.230 8.715 -9.100
N 4.786 9.820 -7.315
H 5.390 7.967 -8.440
H 5.179 8.558 -10.096
H 4.373 10.650 -6.914
H 5.329 9.152 -6.789
C 2.936 4.334 -12.595
C 1.981 4.868 -11.528
O 1.146 3.701 -11.102
H 3.439 3.468 -12.164
H 3.617 5.186 -12.598
H 2.557 4.152 -13.600
H 1.460 5.668 -12.056
H 2.510 5.257 -10.658
H 0.658 3.349 -11.850
C 2.245 9.382 -12.019
C 3.546 9.697 -11.265
O 4.006 8.499 -10.731
H 2.314 8.495 -12.649
H 1.963 10.234 -12.639
H 1.444 9.188 -11.305
H 3.392 10.379 -10.428
H 4.246 10.170 -11.954
H 3.988 7.730 -11.306
C 4.040 6.129 -8.523
C 3.684 6.725 -9.881
O 2.603 7.614 -9.805
H 3.251 5.391 -8.377
H 3.946 6.933 -7.793
H 4.935 5.518 -8.641
H 3.448 5.974 -10.636
H 4.525 7.337 -10.209
H 2.518 8.166 -10.585
C 5.770 7.254 -11.979
C 4.513 6.899 -12.754
O 3.319 7.157 -12.063
H 5.918 6.607 -11.114
H 5.727 8.281 -11.617
H 6.706 7.372 -12.525
H 4.518 5.849 -13.045
H 4.461 7.491 -13.668
H 2.688 7.065 -12.781
C 6.463 6.423 -8.036
C 6.432 7.656 -7.042
O 5.097 8.154 -7.031
H 6.114 5.534 -7.511
H 7.508 6.272 -8.307
H 5.929 6.556 -8.977
H 6.999 8.480 -7.476
H 6.749 7.385 -6.035
H 4.705 7.788 -6.235
```

Computed properties:
HOMO: -7.1 eV
HOMO-LUMO gap: 7.17 eV
calculated total energy: -1802.297258 a.u.
ΔE to the lowest compared entry with this formula, charge and spin: 5660.9 kJ/mol